1.
93
Properties=species:S:1:pos:R:3:mulliken_spin:R:1 method="wB97M-V/def2-TZVPD" max_force_ev_per_a=2.08 de_lowest_ev=1.2717 e_homo_ha="-0.63725 / -0.63974" e_lumo_ev="-10.603 / -12.024" charge=+3 homo_lumo_gap_ha="0.248 / 0.198" spin_multiplicity=2 e_tot_ha=-2376.26094
Ir -0.42 0.33 0.06 0.133
C -5.35 -0.97 -1.96 0.004
C -4.26 0.06 -1.64 0.005
C -4.09 1.07 -2.78 0.002
C -2.99 -0.66 -1.33 -0.016
C -2.25 -1.31 -2.33 -0.020
C -1.07 -2.00 -2.09 0.001
C -0.44 -2.74 -3.24 0.004
C -1.26 -4.02 -3.48 0.001
C -0.39 -1.92 -4.54 0.001
C -0.55 -2.04 -0.74 0.021
C -1.37 -1.60 0.33 0.052
C -2.53 -0.79 -0.02 0.010
C -1.48 -2.26 1.72 -0.006
C -0.22 -2.71 2.45 -0.001
C -2.44 -3.44 1.52 0.003
C 0.78 -2.65 -0.43 -0.001
C 0.94 -4.03 -0.57 0.003
C 2.08 -4.67 -0.13 0.000
C 3.12 -3.94 0.44 0.000
C 3.01 -2.56 0.54 -0.001
C 1.86 -1.89 0.10 0.000
P 1.91 -0.07 0.00 0.038
C 2.83 0.77 1.40 -0.007
C 2.40 2.23 1.57 0.012
C 2.53 0.01 2.70 -0.009
C 4.36 0.78 1.15 0.001
C 2.61 0.35 -1.69 -0.003
C 3.97 -0.35 -1.88 -0.001
C 2.78 1.86 -1.86 -0.003
C 1.69 -0.25 -2.75 0.000
H -6.31 -0.46 -2.07 0.000
H -5.46 -1.71 -1.17 0.000
H -5.14 -1.49 -2.90 0.000
H -4.56 0.60 -0.73 0.000
H -3.84 0.59 -3.72 0.000
H -3.32 1.81 -2.55 0.000
H -5.03 1.60 -2.94 0.000
H -2.62 -1.29 -3.35 0.001
H 0.57 -3.04 -2.96 0.002
H -2.29 -3.77 -3.76 0.000
H -1.31 -4.68 -2.62 0.000
H -0.82 -4.58 -4.31 0.000
H -1.33 -2.00 -5.09 0.000
H 0.39 -2.32 -5.19 0.000
H -0.18 -0.87 -4.37 0.001
H -3.14 -0.43 0.80 -0.007
H -1.99 -1.52 2.35 -0.002
H 0.25 -3.56 1.97 0.000
H -0.51 -3.03 3.45 0.000
H 0.52 -1.92 2.54 0.000
H -2.01 -4.18 0.84 0.000
H -3.41 -3.13 1.13 0.000
H -2.60 -3.94 2.48 0.000
H 0.12 -4.62 -0.97 0.000
H 2.17 -5.74 -0.22 0.000
H 4.01 -4.43 0.78 0.000
H 3.84 -2.01 0.94 0.000
H 1.32 2.34 1.68 0.013
H 2.75 2.87 0.77 0.002
H 2.85 2.58 2.49 0.000
H 1.47 0.02 2.94 0.005
H 3.05 0.53 3.51 0.000
H 2.88 -1.02 2.70 0.000
H 4.64 1.43 0.33 0.000
H 4.79 -0.21 0.99 0.000
H 4.82 1.19 2.05 0.000
H 4.74 0.02 -1.21 0.000
H 4.31 -0.15 -2.90 0.000
H 3.89 -1.43 -1.77 0.000
H 3.60 2.24 -1.25 0.001
H 1.89 2.43 -1.62 0.002
H 3.04 2.05 -2.90 0.000
H 1.72 -1.34 -2.72 0.001
H 2.04 0.07 -3.73 0.000
H 0.65 0.05 -2.66 0.000
S -1.89 3.35 2.95 0.017
C -1.43 1.95 3.84 0.199
C -0.92 0.95 3.07 -0.070
C -0.91 1.31 1.69 0.243
C -1.42 2.61 1.50 0.193
C -1.36 3.17 0.17 -0.022
C -1.78 4.43 -0.21 0.091
C -1.60 4.83 -1.53 -0.016
C -1.02 3.96 -2.42 0.067
C -0.62 2.71 -1.99 0.013
N -0.78 2.30 -0.72 0.034
H -1.57 1.95 4.91 0.005
H -0.59 0.00 3.48 -0.008
H -2.23 5.10 0.51 0.002
H -1.91 5.82 -1.84 0.002
H -0.86 4.24 -3.46 -0.004
H -0.17 2.01 -2.66 0.015

---

2.
25
Properties=species:S:1:pos:R:3:nbo_charge:R:1 method="wB97M-V/def2-TZVPD" max_force_ev_per_a=1.10 de_lowest_ev=0.5421 e_homo_ha=-0.70001 e_lumo_ev=-17.265 charge=+3 homo_lumo_gap_ha=0.066 e_tot_ha=-685.86160
In -0.86 -0.33 1.76 0.998
C -5.05 1.87 -0.24 -0.736
C -3.76 1.47 -0.87 0.670
O -2.76 1.13 -0.25 -0.484
N -3.70 1.48 -2.26 -0.244
C -2.60 1.14 -3.03 -0.450
H -4.86 2.30 0.75 0.289
H -5.68 0.99 -0.09 0.298
H -5.60 2.59 -0.84 0.275
H -4.57 1.71 -2.76 0.462
H -1.67 1.33 -2.48 0.276
H -2.65 1.66 -3.99 0.313
H -2.65 0.05 -3.29 0.344
C 3.53 -3.18 0.74 -0.721
C 3.26 -1.81 1.25 0.665
O 2.13 -1.31 1.26 -0.463
N 4.34 -1.03 1.64 -0.259
C 4.30 0.26 2.18 -0.453
H 3.34 -3.16 -0.34 0.294
H 2.87 -3.91 1.21 0.294
H 4.56 -3.50 0.91 0.261
H 5.24 -1.52 1.68 0.460
H 3.67 0.92 1.57 0.291
H 5.31 0.63 2.32 0.294
H 3.85 0.23 3.21 0.326

---

3.
103
Properties=species:S:1:pos:R:3:mulliken_spin:R:1 method="wB97M-V/def2-TZVPD" max_force_ev_per_a=0.75 de_lowest_ev=0.0000 e_homo_ha="-0.57508 / -0.57695" e_lumo_ev="-9.853 / -10.681" charge=+3 homo_lumo_gap_ha="0.213 / 0.184" spin_multiplicity=2 e_tot_ha=-5424.70500
Pb 0.73 -1.06 -0.79 0.001
C -5.16 0.65 -1.40 0.000
C -3.86 1.15 -1.49 0.001
C -2.79 0.27 -1.43 0.002
C -3.01 -1.09 -1.29 0.000
C -4.32 -1.59 -1.22 -0.001
C -5.38 -0.71 -1.26 0.000
N -1.86 -1.91 -1.20 -0.005
N -2.05 -3.13 -1.24 0.000
C -0.92 -3.99 -1.11 0.000
C -1.19 -5.33 -1.29 0.000
C -0.16 -6.25 -1.14 0.000
C 1.10 -5.79 -0.81 0.000
C 1.29 -4.43 -0.66 0.002
N 0.31 -3.54 -0.81 0.000
H -6.00 1.34 -1.45 0.000
H -3.70 2.21 -1.60 0.000
H -1.77 0.65 -1.49 -0.002
H -4.47 -2.65 -1.11 0.000
H -6.40 -1.09 -1.19 0.000
H -2.20 -5.64 -1.53 0.000
H -0.34 -7.31 -1.28 0.000
H 1.93 -6.47 -0.67 0.000
H 2.26 -4.02 -0.41 -0.002
B 4.58 -1.05 0.09 0.138
N 3.63 -1.27 1.22 0.066
C 4.03 -1.22 2.52 0.025
C 2.97 -1.52 3.32 0.008
C 1.91 -1.74 2.41 0.075
N 2.31 -1.58 1.16 -0.023
N 4.22 -1.41 -1.30 0.097
C 5.17 -1.46 -2.28 0.019
C 4.57 -1.86 -3.44 0.012
C 3.21 -2.01 -3.08 0.093
N 3.01 -1.74 -1.80 -0.033
H 4.98 0.17 0.09 0.309
H 5.72 -1.43 0.38 0.179
H 5.05 -0.97 2.78 0.003
H 2.95 -1.59 4.39 0.000
H 0.88 -1.99 2.62 0.004
H 6.20 -1.22 -2.08 0.002
H 5.03 -2.03 -4.40 0.000
H 2.39 -2.31 -3.71 0.002
F 2.48 0.95 -0.88 0.015
As 3.18 2.55 -1.28 -0.002
F 3.34 2.00 -2.93 -0.001
F 1.54 3.02 -1.63 0.001
F 3.74 4.10 -1.72 0.001
F 4.74 1.92 -0.96 0.012
F 2.98 2.98 0.37 0.000
C -0.58 -1.34 -5.68 -0.022
C -0.51 -1.43 -4.29 0.109
N 0.16 -0.56 -3.52 -0.026
C 0.78 0.45 -4.12 0.063
C 0.82 0.60 -5.53 0.055
C 0.12 -0.35 -6.31 0.045
C 1.66 1.56 -6.16 0.201
C 1.83 2.89 -5.83 0.228
C 0.98 3.65 -4.96 0.012
C 1.36 4.93 -4.56 0.126
C 0.47 5.62 -3.74 -0.026
N -0.70 5.10 -3.39 0.127
C -0.98 3.86 -3.80 -0.026
N -0.20 3.12 -4.57 0.083
H -1.16 -2.07 -6.24 0.002
H -0.99 -2.26 -3.77 0.016
H 1.31 1.14 -3.48 0.047
H 0.13 -0.28 -7.39 -0.005
H 2.22 1.19 -7.01 0.000
H 2.62 3.45 -6.33 -0.002
H 2.30 5.36 -4.87 -0.001
H 0.69 6.62 -3.38 0.003
H -1.93 3.43 -3.52 -0.005
C -0.81 -1.34 8.60 -0.011
C -1.56 -0.45 7.68 -0.218
C -1.93 -0.88 6.38 -0.037
C -2.62 -0.06 5.53 -0.124
C -2.98 1.25 5.96 -0.205
N -3.65 2.12 5.20 -0.236
C -4.27 1.94 3.91 0.021
O -5.41 2.30 3.78 -0.039
N -3.53 1.38 2.90 0.000
C -2.14 1.42 2.65 -0.005
C -1.28 2.38 3.17 -0.013
C 0.05 2.37 2.78 0.002
C 0.47 1.43 1.85 0.000
N -0.35 0.51 1.34 0.001
C -1.62 0.49 1.76 0.000
C -2.63 1.68 7.29 -0.101
C -1.95 0.85 8.11 0.000
H -0.58 -2.30 8.14 0.003
H -1.38 -1.51 9.51 -0.029
H 0.12 -0.86 8.91 -0.028
H -1.68 -1.88 6.06 -0.003
H -2.95 -0.43 4.57 -0.004
H -4.09 2.89 5.70 0.013
H -4.12 1.20 2.09 0.000
H -1.64 3.15 3.85 0.010
H 0.74 3.11 3.15 0.000
H 1.49 1.44 1.48 -0.001
H -2.27 -0.28 1.35 0.000
H -2.94 2.66 7.62 0.002
H -1.69 1.17 9.11 -0.001